# 1
Computed, not measured: a structure of composition C27H61F3IN7O9SSi2, with ωB97M-V/def2-TZVPD.

- net charge = 0
- frontier orbital gap (eV) = 8.568
- 2S+1 = 1
- F_max (eV/A) = 6.7

Last column: Löwdin charge in e.
Element x y z (Å)
F: 6.9890 0.5527 1.0892  -0.01
C: 6.9891 0.0561 -0.3321  -0.24
F: 5.9807 -1.0397 -0.4750  -0.01
F: 8.3060 -0.4835 -0.7440  0.00
C: 6.6420 1.3123 -1.3491  -0.13
C: 5.1496 1.9288 -0.9348  -0.31
Si: 4.5442 3.1428 -2.2996  0.22
S: 3.6753 4.9318 -1.3852  0.37
O: 3.5418 2.4261 -3.5507  -0.49
Si: 2.1762 1.5372 -2.8948  0.14
I: 2.7431 -0.8964 -3.1640  0.48
C: 1.7395 1.9400 -1.0635  -0.27
C: 0.1783 1.1063 -0.8435  -0.22
C: -1.1943 2.1695 -0.8357  -0.02
O: -0.7923 1.1578 -2.0679  -0.22
H: 6.6694 1.0216 -2.4860  0.13
H: 7.4723 2.1542 -1.1835  0.14
H: 4.4614 1.0036 -0.7391  0.06
H: 5.3464 2.5735 0.0437  0.11
H: 5.7676 3.6307 -2.9876  -0.01
H: 4.6531 5.9642 -1.4703  -0.14
H: 1.0389 1.7997 -3.8132  -0.01
H: 1.5390 3.0680 -0.8289  0.05
H: 2.3658 1.3670 -0.2582  0.06
H: 0.1527 0.1186 -0.0701  0.15
H: -0.6357 3.1945 -0.8543  0.09
H: -1.7013 1.6393 0.0732  0.11
C: 1.0386 -1.5876 1.8413  -0.32
O: 0.9465 -1.6065 0.6208  -0.04
N: 2.1723 -1.2575 2.5530  -0.17
C: 2.2015 -1.2588 4.0013  -0.07
C: 3.3744 -0.8975 1.8302  -0.04
H: 0.1830 -1.8448 2.4866  0.12
H: 2.4560 -0.2541 4.3514  0.04
H: 2.9624 -1.9682 4.3397  0.09
H: 1.2319 -1.5481 4.4154  0.09
H: 3.1639 -0.0279 1.2004  0.07
H: 3.6679 -1.7338 1.1888  0.09
H: 4.1863 -0.6622 2.5236  0.10
C: -5.3740 2.1168 -0.0862  -0.33
O: -4.8800 1.2968 0.6767  -0.03
N: -5.7654 1.8676 -1.3844  -0.19
C: -6.3440 2.8946 -2.2263  -0.08
C: -5.5930 0.5356 -1.9257  -0.03
H: -5.5488 3.1595 0.2251  0.12
H: -7.3453 2.5785 -2.5333  0.09
H: -5.7136 3.0244 -3.1109  0.09
H: -6.4159 3.8471 -1.6943  0.06
H: -6.1563 -0.1737 -1.3117  0.06
H: -4.5324 0.2700 -1.8865  0.09
H: -5.9464 0.4897 -2.9593  0.09
C: 3.8153 -4.3829 -4.2703  -0.36
O: 2.6197 -4.6421 -4.2289  -0.02
N: 4.6776 -4.7439 -5.2837  -0.21
C: 6.0841 -4.3984 -5.2594  -0.06
C: 4.1616 -5.4933 -6.4103  -0.05
H: 4.3093 -3.8171 -3.4638  0.10
H: 6.3145 -3.7891 -6.1382  0.09
H: 6.6754 -5.3184 -5.2864  0.09
H: 6.3369 -3.8359 -4.3566  0.09
H: 3.3729 -4.9096 -6.8947  0.09
H: 3.7321 -6.4317 -6.0468  0.09
H: 4.9568 -5.7062 -7.1297  0.09
C: -3.7622 6.2425 -1.5354  -0.31
O: -4.4830 5.2531 -1.5311  0.00
N: -2.8375 6.5630 -0.5642  -0.20
C: -2.0196 7.7560 -0.6416  -0.06
C: -2.6776 5.6786 0.5713  -0.04
H: -3.8033 6.9804 -2.3530  0.13
H: -0.9657 7.4629 -0.6532  0.09
H: -2.2170 8.3784 0.2361  0.09
H: -2.2424 8.3294 -1.5454  0.09
H: -2.3885 4.6865 0.2117  0.07
H: -3.6338 5.5977 1.0967  0.09
H: -1.9133 6.0602 1.2537  0.09
C: -7.1434 -1.9257 0.4015  -0.33
O: -7.5754 -2.0872 -0.7324  0.00
N: -6.6893 -2.9260 1.2346  -0.20
C: -6.1917 -2.6532 2.5674  -0.06
C: -6.7098 -4.2950 0.7631  -0.05
H: -7.0843 -0.9240 0.8572  0.13
H: -5.1547 -2.9950 2.6353  0.09
H: -6.8046 -3.1966 3.2925  0.09
H: -6.2325 -1.5841 2.7929  0.09
H: -6.0969 -4.3694 -0.1403  0.09
H: -7.7390 -4.5701 0.5138  0.09
H: -6.3221 -4.9731 1.5281  0.09
C: -0.1835 -4.4886 1.2094  -0.31
O: -0.3866 -4.0148 2.3196  -0.01
N: -0.4100 -5.7989 0.8450  -0.20
C: -0.1434 -6.2845 -0.4934  -0.06
C: -0.9317 -6.7213 1.8319  -0.06
H: 0.2128 -3.8734 0.3852  0.12
H: -1.0735 -6.6676 -0.9232  0.09
H: 0.5937 -7.0909 -0.4374  0.09
H: 0.2453 -5.4871 -1.1326  0.09
H: -1.8958 -6.3495 2.1919  0.09
H: -0.2365 -6.7708 2.6753  0.09
H: -1.0590 -7.7177 1.4004  0.09
C: 2.1659 2.6528 4.9909  -0.30
O: 2.6469 1.7647 4.2993  -0.01
N: 0.8962 2.6494 5.5283  -0.20
C: 0.3988 3.7418 6.3391  -0.06
C: 0.0300 1.5169 5.2745  -0.04
H: 2.7398 3.5588 5.2445  0.13
H: 0.1337 3.3569 7.3281  0.09
H: -0.4899 4.1628 5.8597  0.09
H: 1.1523 4.5263 6.4496  0.08
H: 0.5089 0.6102 5.6562  0.09
H: -0.1117 1.4123 4.1947  0.10
H: -0.9389 1.6547 5.7617  0.09

# 2
Computed, not measured: a structure of composition C27H61N11PdSSb2Si3, with ωB97M-V/def2-TZVPD.

- net charge = -2
- ΔE to the lowest compared entry with this formula, charge and spin (eV) = 0.350
- frontier orbital gap (eV) = 4.566
- 2S+1 = 1
- F_max (eV/A) = 0.4

Last column: Löwdin charge in e.
Element x y z (Å)
Pd: 0.1673 0.2865 0.0512  -0.19
N: -3.2141 -1.6794 1.4853  0.13
C: -3.4020 -0.7170 0.4766  -0.53
N: -4.6207 -0.4314 0.0304  0.00
N: -4.4085 0.5207 -0.8971  -0.12
N: -3.1398 0.7926 -0.9639  -0.11
N: -2.4551 0.0034 -0.1085  -0.03
C: -1.9577 -2.0639 1.8994  -0.50
N: -1.6172 -3.3543 2.1027  0.04
N: -0.3453 -3.3368 2.4300  -0.02
N: 0.0136 -2.0871 2.4474  -0.08
N: -0.9587 -1.2376 2.1472  0.10
H: -3.8566 -2.4501 1.4072  0.11
C: -2.9657 -4.5393 -0.9508  -0.24
Si: -1.2268 -4.6395 -1.6794  0.27
C: -0.3081 -5.9494 -0.6712  -0.25
C: -1.4260 -5.3347 -3.4340  -0.24
Sb: -0.0725 -2.3654 -1.1785  0.86
Si: 2.1995 -2.9829 -2.1905  0.27
C: 3.3114 -3.5221 -0.7721  -0.23
C: 2.9786 -1.5327 -3.1201  -0.25
C: 2.1905 -4.4242 -3.4208  -0.24
Si: -1.0206 -1.2677 -3.2732  0.27
C: -0.6106 0.5518 -3.2922  -0.25
C: -0.3196 -1.9905 -4.8795  -0.23
C: -2.8752 -1.5549 -3.3509  -0.23
H: -3.5364 -5.4499 -1.1664  0.02
H: -3.5243 -3.6821 -1.3365  0.01
H: -2.8796 -4.4276 0.1342  -0.01
H: -0.8373 -6.9097 -0.6870  0.02
H: -0.2277 -5.6152 0.3674  0.01
H: 0.7044 -6.1129 -1.0511  0.00
H: -1.9182 -6.3136 -3.3794  0.02
H: -0.4608 -5.4637 -3.9303  0.00
H: -2.0429 -4.6834 -4.0585  0.00
H: 3.3973 -2.7179 -0.0389  -0.01
H: 4.3134 -3.7802 -1.1347  0.02
H: 2.8929 -4.3942 -0.2601  0.02
H: 2.4942 -0.5916 -2.8593  -0.02
H: 2.9125 -1.6827 -4.2024  0.01
H: 4.0334 -1.4342 -2.8466  0.02
H: 1.8060 -5.3415 -2.9678  0.00
H: 3.2161 -4.6169 -3.7596  0.02
H: 1.5796 -4.1946 -4.2978  0.00
H: 0.4402 0.7064 -3.5522  0.02
H: -0.7853 1.0088 -2.3177  -0.03
H: -1.2350 1.0641 -4.0342  0.03
H: 0.7600 -1.8324 -4.9456  0.00
H: -0.7860 -1.4907 -5.7378  0.02
H: -0.5135 -3.0629 -4.9616  0.00
H: -3.3808 -1.2550 -2.4320  -0.01
H: -3.0952 -2.6091 -3.5459  0.00
H: -3.3028 -0.9602 -4.1662  0.03
C: 5.4607 0.4239 0.9194  -0.08
N: 4.5195 -0.3687 1.6680  -0.16
C: 4.7765 -1.0802 2.8258  -0.11
C: 3.5896 -1.6357 3.1795  -0.17
N: 2.6134 -1.2914 2.2759  0.00
C: 3.1875 -0.5043 1.3585  -0.79
S: 2.5392 0.2443 -0.0509  0.56
H: 6.4266 0.3847 1.4228  0.08
H: 5.1155 1.4564 0.8520  0.07
H: 5.5579 0.0444 -0.0988  0.07
H: 5.7590 -1.1228 3.2665  0.09
H: 3.3749 -2.2716 4.0247  0.09
H: 1.0311 -1.7742 2.4360  0.07
C: -2.6208 4.8971 2.5015  -0.13
C: -2.5793 3.7003 1.5588  -0.69
C: -3.1183 4.1055 0.1858  -0.15
C: -3.5072 2.6119 2.1061  -0.14
Sb: -0.6079 2.6826 1.2143  1.59
C: 0.5167 4.2811 0.1444  -0.70
C: 0.1944 4.0444 -1.3327  -0.15
C: 2.0128 4.0294 0.3267  -0.15
C: 0.2116 5.7316 0.5014  -0.13
C: 0.2708 2.7691 3.2558  -0.70
C: 1.5071 1.8688 3.2191  -0.16
C: 0.6561 4.1381 3.8095  -0.13
C: -0.7365 2.1089 4.1979  -0.15
H: -3.6454 5.3029 2.5214  0.07
H: -1.9550 5.7035 2.1956  0.05
H: -2.3679 4.6203 3.5267  0.05
H: -4.1715 4.4083 0.2860  0.08
H: -3.0866 3.2700 -0.5183  0.05
H: -2.5753 4.9508 -0.2434  0.05
H: -4.5146 3.0308 2.2486  0.08
H: -3.1736 2.2188 3.0691  0.05
H: -3.5966 1.7751 1.4146  0.04
H: 0.4551 3.0250 -1.6290  0.05
H: 0.7765 4.7419 -1.9545  0.08
H: -0.8634 4.1932 -1.5602  0.06
H: 2.2817 2.9884 0.1295  0.01
H: 2.3531 4.2828 1.3325  0.05
H: 2.5738 4.6649 -0.3769  0.08
H: -0.8241 6.0020 0.2945  0.05
H: 0.8487 6.3945 -0.1062  0.07
H: 0.4157 5.9530 1.5502  0.06
H: 2.2748 2.2245 2.5318  0.06
H: 1.2486 0.8576 2.8984  0.04
H: 1.9485 1.8069 4.2258  0.08
H: 1.4754 4.5871 3.2463  0.05
H: 1.0054 4.0232 4.8483  0.07
H: -0.1737 4.8435 3.8175  0.05
H: -1.0824 1.1488 3.8043  0.06
H: -1.6087 2.7402 4.3847  0.05
H: -0.2538 1.9175 5.1681  0.08

# 3
Computed, not measured: a cluster of 6 separate species, C27H61N4O12PS5 in total, with ωB97M-V/def2-TZVPD.

- net charge = 0
- ΔE to the lowest compared entry with this formula, charge and spin (eV) = 0.000
- frontier orbital gap (eV) = 7.187
- structure (SMILES) = CNCP(N)(CN)(CN)COC(C)=O.O=S1(=O)CCCC1.O=S1(=O)CCCC1.O=S1(=O)CCCC1.O=S1(=O)CCCC1.O=S1(=O)CCCC1
- 2S+1 = 1
- F_max (eV/A) = 4.2

Last column: Löwdin charge in e.
Element x y z (Å)
C: -2.4335 1.4855 3.3092  -0.16
N: -1.0824 1.6409 2.6795  -0.18
C: -0.1097 0.6759 3.3009  -0.28
P: 1.6590 0.7578 2.5663  0.80
N: 1.2903 2.3570 1.8687  -0.18
C: 2.1826 0.0354 0.8878  -0.32
N: 1.0470 -0.6407 0.1545  -0.04
C: 3.0416 1.4350 3.6865  -0.32
N: 2.4428 1.8853 5.0124  -0.05
C: 1.9552 -0.9958 3.3251  -0.31
O: 1.6396 -1.0629 4.7671  -0.13
C: 0.8892 -2.2403 5.0515  -0.42
C: 1.5982 -3.5345 5.6760  -0.01
O: -0.3485 -2.3209 4.8714  0.04
H: -2.4062 1.7163 4.4369  0.09
H: -2.8064 0.4034 3.2211  0.08
H: -3.1909 2.1374 2.7751  0.07
H: -1.1676 1.3535 1.6855  0.08
H: -0.1370 0.8553 4.4269  0.11
H: -0.5362 -0.3836 3.1395  0.09
H: 2.0767 3.0139 1.9167  0.02
H: 0.9308 2.2871 0.8981  0.04
H: 2.7007 0.8317 0.2375  0.10
H: 2.9786 -0.7857 1.0347  0.07
H: 1.0099 -1.6230 0.4843  0.07
H: 0.1869 -0.1636 0.4527  0.03
H: 3.8150 0.6256 3.9477  0.07
H: 3.6571 2.2754 3.1956  0.09
H: 2.6646 2.8852 5.1219  0.06
H: 3.0268 1.4245 5.7357  0.06
H: 3.0375 -1.3268 3.1550  0.04
H: 1.2889 -1.7628 2.7880  0.10
H: 2.4602 -3.8817 5.0167  0.08
H: 1.9947 -3.2758 6.7180  0.09
H: 0.8430 -4.3910 5.7829  0.09
O: -0.1236 -1.3438 -2.2727  -0.34
S: -1.0802 -0.2622 -2.2522  0.68
O: -1.0402 0.7884 -1.2580  -0.34
C: -1.1262 0.4797 -3.8734  -0.22
C: -2.1773 -0.3270 -4.6256  -0.21
C: -3.3320 -0.5246 -3.6421  -0.20
C: -2.7269 -0.9604 -2.3061  -0.21
H: -0.1390 0.4332 -4.3321  0.11
H: -1.4377 1.5200 -3.7559  0.10
H: -2.5015 0.1854 -5.5331  0.09
H: -1.7675 -1.3008 -4.9141  0.11
H: -3.8667 0.4219 -3.5134  0.12
H: -4.0519 -1.2602 -4.0069  0.12
H: -3.3053 -0.5868 -1.4606  0.11
H: -2.6355 -2.0463 -2.2438  0.10
O: -4.8506 2.9712 4.1000  -0.33
S: -4.6356 4.2238 4.7859  0.66
O: -3.7034 5.2167 4.3049  -0.32
C: -6.2200 5.0013 5.0512  -0.24
C: -6.6920 4.4464 6.3890  -0.23
C: -5.4641 4.4632 7.3023  -0.22
C: -4.2935 3.8787 6.5084  -0.22
H: -6.8924 4.7659 4.2269  0.11
H: -6.0570 6.0797 5.1079  0.11
H: -7.5121 5.0376 6.8013  0.11
H: -7.0454 3.4178 6.2644  0.12
H: -5.2368 5.4953 7.5877  0.12
H: -5.6366 3.8998 8.2218  0.11
H: -3.3466 4.3407 6.7881  0.11
H: -4.2290 2.7961 6.6292  0.11
O: 4.6609 -2.2990 3.0390  -0.33
S: 5.5963 -1.4167 2.3774  0.67
O: 5.2971 -0.0271 2.1203  -0.32
C: 7.1648 -1.5221 3.2212  -0.23
C: 7.8877 -2.6707 2.5296  -0.22
C: 7.6281 -2.4837 1.0330  -0.22
C: 6.1354 -2.1949 0.8587  -0.22
H: 7.0039 -1.6939 4.2851  0.11
H: 7.6900 -0.5770 3.0678  0.11
H: 8.9549 -2.6689 2.7593  0.12
H: 7.4719 -3.6281 2.8596  0.12
H: 8.2130 -1.6347 0.6653  0.12
H: 7.9291 -3.3619 0.4579  0.12
H: 5.9505 -1.5207 0.0221  0.11
H: 5.5624 -3.1144 0.7288  0.11
O: -1.6386 -4.3689 -4.1828  -0.33
S: -0.3554 -4.6111 -4.8029  0.66
O: -0.0480 -4.1539 -6.1402  -0.33
C: 0.9239 -4.0533 -3.6933  -0.23
C: 1.2158 -5.2633 -2.8158  -0.22
C: 1.2419 -6.4662 -3.7617  -0.22
C: 0.0192 -6.3573 -4.6752  -0.23
H: 0.5753 -3.1885 -3.1312  0.07
H: 1.7946 -3.7851 -4.2959  0.11
H: 2.1589 -5.1499 -2.2778  0.12
H: 0.4180 -5.3916 -2.0773  0.12
H: 2.1557 -6.4362 -4.3639  0.12
H: 1.2417 -7.4113 -3.2142  0.11
H: 0.2219 -6.7568 -5.6692  0.10
H: -0.8489 -6.8580 -4.2435  0.10
O: -3.5805 2.5375 -6.2502  -0.32
S: -2.3460 3.0465 -6.8026  0.66
O: -1.2021 3.3569 -5.9756  -0.32
C: -1.8265 1.9617 -8.1210  -0.23
C: -2.5124 2.5211 -9.3607  -0.22
C: -2.3601 4.0410 -9.2696  -0.22
C: -2.7235 4.4539 -7.8415  -0.22
H: -2.1169 0.9360 -7.8951  0.10
H: -0.7402 2.0355 -8.2051  0.11
H: -2.0711 2.1236 -10.2767  0.12
H: -3.5743 2.2553 -9.3536  0.12
H: -1.3216 4.3161 -9.4795  0.12
H: -2.9887 4.5547 -10.0000  0.12
H: -2.1410 5.3138 -7.5102  0.11
H: -3.7892 4.6678 -7.7457  0.11

Question: What is the formula in the first record?
Answer: C27H61F3IN7O9SSi2

Question: Among the records above, which one has the lowest frontier orbital gap?
Answer: C27H61N11PdSSb2Si3

Question: The lowest frontier orbital gap belongs to which entry?
Answer: C27H61N11PdSSb2Si3